Entry 1:
DFT (ωB97M-V/def2-TZVPD) results for a structure of composition C32H42CrN6P2S3.

Calculated values
**Spin multiplicity**: 4
**Charge**: +1
**HOMO energy (alpha / beta)**: -9.197 / -9.524 eV
**ΔE to the lowest compared entry with this formula, charge and spin**: 125.9 kJ/mol
**Frontier orbital gap (alpha / beta)**: 5.73 / 5.85 eV
**⟨S²⟩**: 3.844

Positions of all 86 atoms, in Å:
1 Cr -0.2264 -0.3965 1.7061
2 C 3.6104 -1.8791 3.3650
3 C 2.3665 -1.5982 2.5903
4 N 1.5221 -0.6754 2.8628
5 N 1.7404 0.2073 3.8902
6 C 1.2897 1.4722 3.7086
7 N 1.4347 2.3167 4.7272
8 S 0.6716 1.9600 2.2174
9 C 2.0321 -2.3818 1.3879
10 C 2.7139 -3.5371 1.0461
11 C 2.3232 -4.2400 -0.0851
12 C 1.2669 -3.7634 -0.8367
13 C 0.6392 -2.5953 -0.4303
14 N 1.0156 -1.9114 0.6443
15 H 3.8795 -1.0428 4.0050
16 H 4.4414 -2.0600 2.6848
17 H 3.4827 -2.7702 3.9832
18 H 2.0663 -0.1327 4.7819
19 H 1.7418 2.0175 5.6380
20 H 1.0200 3.2294 4.6454
21 H 3.5229 -3.9047 1.6605
22 H 2.8357 -5.1508 -0.3627
23 H 0.9195 -4.2775 -1.7212
24 H -0.2008 -2.1991 -0.9858
25 S -1.2365 -2.4659 2.0661
26 C -2.3969 -2.2925 3.3747
27 C -3.1574 -3.3793 3.7950
28 C -4.0577 -3.2324 4.8384
29 C -4.2034 -1.9991 5.4645
30 C -3.4496 -0.9138 5.0453
31 C -2.5425 -1.0567 3.9992
32 S -1.5788 0.3139 3.4608
33 H -3.0379 -4.3369 3.3037
34 H -4.6474 -4.0795 5.1629
35 H -4.9074 -1.8820 6.2777
36 H -3.5622 0.0496 5.5269
37 C 3.1123 -0.4856 -1.5327
38 P 1.8506 0.7174 -0.9413
39 C 0.5688 0.4286 -2.2607
40 N 1.0108 0.3400 -3.4932
41 C 0.1466 0.0572 -4.4945
42 C 0.6076 -0.0146 -5.8293
43 C -0.2738 -0.3174 -6.8254
44 C -1.6384 -0.5670 -6.5381
45 C -2.1049 -0.5106 -5.2578
46 C -1.2114 -0.1904 -4.2097
47 N -1.6587 -0.1277 -2.9349
48 C -0.8251 0.1949 -1.9748
49 P -1.6619 0.2409 -0.3038
50 C -2.9501 -1.0242 -0.5054
51 C -2.6158 1.8551 -0.3404
52 C -1.6321 2.9973 -0.5645
53 C -3.3205 2.0548 1.0029
54 C -3.6674 1.8650 -1.4539
55 C 2.7048 2.3253 -1.4074
56 C 3.6723 2.5910 -0.2433
57 C 1.6821 3.4571 -1.4549
58 C 3.4861 2.3027 -2.7200
59 H 4.0598 -0.2746 -1.0348
60 H 3.2525 -0.4191 -2.6102
61 H 2.8230 -1.5036 -1.2799
62 H 1.6546 0.1761 -6.0238
63 H 0.0659 -0.3714 -7.8511
64 H -2.3123 -0.8045 -7.3503
65 H -3.1415 -0.6971 -5.0107
66 H -3.4795 -0.8988 -1.4450
67 H -3.6321 -0.9337 0.3418
68 H -2.5064 -2.0155 -0.4423
69 H -0.8680 3.0219 0.2125
70 H -2.1696 3.9475 -0.5262
71 H -1.1461 2.9309 -1.5380
72 H -2.6151 2.1653 1.8228
73 H -3.9894 1.2280 1.2486
74 H -3.9247 2.9626 0.9372
75 H -3.2340 1.7254 -2.4419
76 H -4.1642 2.8378 -1.4348
77 H -4.4335 1.1060 -1.2978
78 H 3.1330 2.6978 0.6996
79 H 4.2197 3.5176 -0.4332
80 H 4.4129 1.7957 -0.1323
81 H 1.1215 3.5371 -0.5235
82 H 0.9809 3.3239 -2.2809
83 H 2.2000 4.4062 -1.6128
84 H 4.3163 1.5962 -2.6882
85 H 3.9106 3.2950 -2.8931
86 H 2.8531 2.0449 -3.5669

Cartesian forces (eV/Å) of the 6 atoms listed first:
-0.1 0.0 -0.1
0.0 0.0 -0.1
0.1 0.2 0.2
-0.2 -0.1 0.0
0.2 0.1 0.0
-0.1 0.0 0.0

Entry 2:
DFT (ωB97M-V/def2-TZVPD) results for a cluster of 2 separate species, C16H38BFNO2P in total.

Calculated values
**Charge**: 0
**HOMO energy**: -5.173 eV
**Frontier orbital gap**: 5.00 eV

Positions of all 60 atoms, in Å:
1 O 0.2388 -0.5304 -4.9796
2 B -1.1379 -0.3624 -5.3617
3 O -1.7350 -1.5550 -5.8624
4 N -1.8178 0.8553 -5.1523
5 F -2.2644 1.1650 -6.5694
6 H 0.7650 -0.0037 -5.5847
7 H -1.6050 -1.6259 -6.8102
8 C 1.5261 3.0779 3.2686
9 C 1.3028 1.5883 3.5116
10 C 2.1624 0.7066 2.6055
11 C 1.6967 0.6207 1.1458
12 P 0.3293 -0.4997 0.7636
13 C 0.7346 -2.0965 1.5242
14 C 2.1147 -2.7273 1.2814
15 C 2.3835 -3.3601 -0.0877
16 C 1.3017 -4.3196 -0.5702
17 C 0.2989 -0.7424 -1.0123
18 C 0.0291 0.4206 -1.9771
19 C -1.4034 0.9331 -2.0678
20 C -2.4722 -0.1519 -2.1291
21 C -1.2723 -0.1696 1.5524
22 C -2.1781 1.0378 1.2677
23 C -1.5369 2.4342 1.2683
24 C -1.8733 3.2389 2.5225
25 H 1.3306 3.3599 2.2321
26 H 0.8723 3.6792 3.8989
27 H 2.5565 3.3521 3.5003
28 H 0.2433 1.3486 3.3939
29 H 1.5508 1.3606 4.5503
30 H 2.2295 -0.2998 3.0257
31 H 3.1818 1.0985 2.6060
32 H 2.5159 0.2269 0.5339
33 H 1.4975 1.6110 0.7333
34 H -0.0702 -2.7877 1.2637
35 H 0.6272 -1.9310 2.6008
36 H 2.2299 -3.5055 2.0399
37 H 2.8967 -1.9927 1.4918
38 H 3.3268 -3.9047 -0.0087
39 H 2.5624 -2.5939 -0.8437
40 H 1.2173 -5.1824 0.0936
41 H 1.5373 -4.6888 -1.5672
42 H 0.3208 -3.8467 -0.6332
43 H -0.3539 -1.5927 -1.2242
44 H 1.3120 -1.0931 -1.2283
45 H 0.3246 0.0587 -2.9634
46 H 0.7020 1.2554 -1.7522
47 H -1.4659 1.5342 -2.9801
48 H -1.6188 1.6131 -1.2389
49 H -2.3868 -0.7421 -3.0407
50 H -3.4641 0.2997 -2.1391
51 H -2.4337 -0.8330 -1.2668
52 H -1.0780 -0.2394 2.6278
53 H -1.8434 -1.0762 1.3207
54 H -2.9650 1.0103 2.0253
55 H -2.6920 0.8615 0.3252
56 H -1.8991 2.9875 0.4019
57 H -0.4538 2.3729 1.1475
58 H -2.9396 3.4662 2.5507
59 H -1.3343 4.1862 2.5401
60 H -1.6238 2.6934 3.4360

Cartesian forces (eV/Å) of the 6 atoms listed first:
0.0 -0.6 0.2
-0.4 -0.1 -0.2
0.2 0.3 -0.3
1.2 0.7 -0.3
-0.8 -0.5 0.3
0.0 0.4 0.3

Entry 3:
DFT (ωB97M-V/def2-TZVPD) results for a cluster of 2 separate species, BrH2P in total.

Calculated values
**Charge**: 0
**HOMO energy (alpha / beta)**: -10.181 / -8.965 eV
**ΔE to the lowest compared entry with this formula, charge and spin**: 297.8 kJ/mol
**Frontier orbital gap (alpha / beta)**: 8.94 / 5.13 eV

Positions of all 4 atoms, in Å:
1 P 0.9836 0.2038 -0.4560
2 Br -2.7581 -0.7727 -0.3726
3 H 1.9341 0.1075 0.6015
4 H -0.1597 0.4614 0.2271

Forces on the atoms, in the same order (eV/Å):
1.4 -0.4 -1.3
-0.1 0.0 0.0
-0.5 0.1 0.2
-0.8 0.3 1.2

Entry 4:
DFT (ωB97M-V/def2-TZVPD) results for a structure of composition C38H90Cl2Li5N6O18.

Calculated values
**Charge**: -1
**HOMO energy**: -3.347 eV
**Frontier orbital gap**: 4.80 eV

Positions of all 159 atoms, in Å:
1 Li -2.9652 -0.5128 -0.3782
2 Li 0.6222 1.1378 -0.7778
3 Li -0.7899 1.1037 3.0961
4 Li -6.0071 0.1093 -1.2163
5 Li -3.7850 0.8063 2.3665
6 Cl -2.9175 1.6980 4.4013
7 Cl -4.3803 -1.1588 -2.7102
8 C -1.0616 0.6132 0.7601
9 O -1.1068 0.1715 -0.4310
10 O -0.2104 1.3620 1.1284
11 O -1.9494 0.3248 1.5793
12 C -5.7600 -0.0971 1.2659
13 O -5.7072 0.4224 2.4328
14 O -6.8200 -0.1845 0.6832
15 O -4.7871 -0.1922 0.5902
16 C 3.6292 -1.6823 -4.9130
17 O 2.4700 -1.1100 -4.2968
18 C 1.9795 -1.8395 -3.2781
19 C 0.8115 -0.8896 -2.6891
20 N 1.2709 0.5007 -2.5483
21 C 0.6828 1.3024 -3.6304
22 C 0.8474 2.7674 -3.2296
23 O -0.0190 3.0212 -2.1059
24 C 0.0603 4.3168 -1.5641
25 H 3.8438 -1.0246 -5.7553
26 H 3.4619 -2.6886 -5.2968
27 H 4.5036 -1.5732 -4.2714
28 H 2.7056 -2.0204 -2.4856
29 H 1.7258 -2.8658 -3.5436
30 H 0.5607 -1.2727 -1.7000
31 H 0.0141 -0.9917 -3.4252
32 H 2.2520 0.4823 -2.7879
33 H -0.3967 1.2094 -3.5109
34 H 1.0617 1.0546 -4.6219
35 H 0.6794 3.4686 -4.0470
36 H 1.9028 2.8494 -2.9702
37 H 1.0951 4.6517 -1.6365
38 H -0.2269 4.3793 -0.5145
39 H -0.5977 4.9825 -2.1226
40 C 4.4980 1.0147 2.7906
41 O 4.3712 2.4338 2.7964
42 C 4.5370 3.0331 1.4992
43 C 3.3426 2.8559 0.5042
44 N 2.9093 1.6026 -0.0669
45 C 4.1588 0.8522 -0.6328
46 C 4.6475 1.4131 -2.0260
47 O 3.8356 0.8867 -3.0187
48 C 4.0892 1.3944 -4.2853
49 H 4.3158 0.5755 3.7714
50 H 5.5296 0.8149 2.5008
51 H 3.7579 0.6064 2.1025
52 H 5.5011 2.6729 1.1400
53 H 4.5013 4.1124 1.6469
54 H 3.3217 3.6052 -0.2871
55 H 2.4500 3.1952 1.0297
56 H 2.6348 1.1028 0.7668
57 H 3.9551 -0.1599 -0.9825
58 H 5.0425 0.9561 -0.0032
59 H 5.7050 1.2134 -2.1990
60 H 4.4285 2.4740 -1.9048
61 H 3.2349 1.1019 -4.8958
62 H 4.9043 0.8474 -4.7591
63 H 4.3817 2.4337 -4.4351
64 C 1.0198 5.8226 2.4982
65 O 1.2772 4.8607 3.5249
66 C 0.2219 4.2876 4.1972
67 C 0.6315 3.0432 4.9857
68 N 1.0756 1.8200 4.3245
69 C 1.3830 0.6721 5.2182
70 C 0.2489 -0.3968 5.4130
71 O -0.0473 -0.9360 4.1272
72 C -1.1156 -1.9089 4.1137
73 H 0.3896 6.6456 2.8351
74 H 0.5148 5.3391 1.6619
75 H 1.8589 6.2863 1.9795
76 H -0.6119 3.9479 3.5828
77 H -0.1796 4.8775 5.0211
78 H -0.2221 2.8500 5.6355
79 H 1.5037 3.3246 5.5758
80 H 1.9266 2.0887 3.8515
81 H 1.6986 0.9734 6.2171
82 H 2.1959 0.1114 4.7568
83 H -0.6699 0.0013 5.8438
84 H 0.5715 -1.1750 6.1047
85 H -2.0368 -1.4354 4.4533
86 H -0.9924 -2.8293 4.6845
87 H -1.2728 -2.1264 3.0573
88 C -6.3518 -4.7443 0.8434
89 O -5.0841 -5.1825 0.3431
90 C -4.1677 -4.1037 0.3637
91 C -2.7491 -4.5618 0.2157
92 N -2.3650 -5.5714 -0.8169
93 C -2.3399 -5.2120 -2.2104
94 C -1.4173 -3.9988 -2.6290
95 O -0.0041 -4.2939 -2.5043
96 C 0.4056 -4.7952 -1.2606
97 H -6.2138 -4.2805 1.8201
98 H -6.9659 -5.6361 0.9682
99 H -6.8274 -3.9686 0.2433
100 H -4.3570 -3.4724 1.2319
101 H -4.3282 -3.3833 -0.4384
102 H -2.4253 -5.1249 1.0910
103 H -2.2160 -3.6117 0.2493
104 H -3.0364 -6.2812 -0.5610
105 H -3.3468 -4.9035 -2.4917
106 H -2.1526 -6.1371 -2.7557
107 H -1.5430 -3.0685 -2.0751
108 H -1.6793 -3.8079 -3.6697
109 H 1.4770 -4.5969 -1.2321
110 H 0.2785 -5.8696 -1.1284
111 H 0.1955 -4.1148 -0.4353
112 C 6.4797 -2.5151 -1.5200
113 O 7.0208 -1.9303 -0.3369
114 C 7.5205 -2.8640 0.6828
115 C 6.5602 -2.9578 1.8714
116 N 5.2535 -3.6258 1.5013
117 C 4.2701 -3.7432 2.5936
118 C 3.4985 -2.4832 2.8140
119 O 3.1859 -1.6311 1.6466
120 C 2.0444 -2.0074 0.9095
121 H 5.5277 -3.0458 -1.5320
122 H 7.1303 -3.2962 -1.9134
123 H 6.4788 -1.7261 -2.2720
124 H 8.4344 -2.4539 1.1125
125 H 7.8779 -3.8122 0.2811
126 H 6.4339 -1.9066 2.1303
127 H 7.0368 -3.4868 2.6968
128 H 4.9105 -3.1407 0.6844
129 H 4.9046 -3.9833 3.4468
130 H 3.5978 -4.5202 2.2298
131 H 4.1123 -1.8918 3.4934
132 H 2.5363 -2.6515 3.2977
133 H 2.4956 -2.4114 0.0032
134 H 1.6609 -1.0139 0.6772
135 H 1.2270 -2.5422 1.3932
136 C -9.0171 0.3603 -2.7476
137 O -7.6286 0.5903 -2.5472
138 C -7.0926 1.4253 -3.4779
139 C -6.4427 2.6146 -2.7340
140 N -5.2799 2.1330 -1.9552
141 C -4.4081 3.2179 -1.4663
142 C -5.0026 4.5202 -0.9162
143 O -5.8835 4.4366 0.1926
144 C -5.2652 4.7943 1.4006
145 H -9.4513 -0.4129 -2.1137
146 H -9.1691 0.1347 -3.8031
147 H -9.5575 1.2572 -2.4448
148 H -7.6937 1.8017 -4.3056
149 H -6.3202 0.8714 -4.0115
150 H -7.2094 3.2510 -2.2920
151 H -6.0268 3.2167 -3.5418
152 H -4.7644 1.4111 -2.4382
153 H -3.7787 3.3832 -2.3408
154 H -3.7581 2.8065 -0.6940
155 H -5.6253 4.9120 -1.7204
156 H -4.2668 5.3236 -0.8820
157 H -4.2825 4.3614 1.5877
158 H -5.8751 4.2586 2.1280
159 H -5.3004 5.8782 1.5100

Cartesian forces (eV/Å) of the 6 atoms listed first:
-0.8 0.3 0.4
-0.4 0.4 0.3
-0.3 -0.1 -0.2
-0.1 -0.4 1.2
-0.5 -0.4 0.0
0.8 0.1 -0.1

Entry 5:
DFT (ωB97M-V/def2-TZVPD) results for an isolated molecule of C3H9N3O3.

Calculated values
**Charge**: 0
**SMILES string**: CN(CCO)N(O)N=O
**HOMO energy**: -9.535 eV
**ΔE to the lowest compared entry with this formula, charge and spin**: 633.9 kJ/mol
**Frontier orbital gap**: 10.14 eV

Positions of all 18 atoms, in Å:
1 C 0.2853 1.7832 -0.5153
2 C 1.1353 -0.1003 1.2103
3 C 1.9585 -0.9520 0.2630
4 H 0.7793 1.4133 -1.4133
5 H 0.8643 2.5976 -0.0642
6 H -0.7658 2.1589 -0.7341
7 H 1.8699 0.5980 1.6784
8 H 0.5712 -0.7272 1.9052
9 H 1.3054 -1.6299 -0.2673
10 H 2.6927 -1.5547 0.8137
11 H 2.9145 -0.4585 -1.4688
12 H -1.6713 -1.1138 -1.0693
13 N 0.1122 0.7203 0.5416
14 N -0.8775 -0.1355 0.1865
15 N -2.1399 0.1555 0.5836
16 O 2.6215 -0.0930 -0.6389
17 O -0.7409 -0.8317 -1.0015
18 O -2.9429 -0.4317 -0.1483

Cartesian forces (eV/Å) of the 6 atoms listed first:
-0.6 -0.1 1.0
1.4 1.4 -0.7
0.2 -0.7 -0.3
-0.1 0.1 0.1
-0.1 -0.2 -0.2
1.4 -0.5 0.2

Entry 6:
DFT (ωB97M-V/def2-TZVPD) results for an isolated molecule of C4H4O.

Calculated values
**Charge**: 0
**HOMO energy**: -9.522 eV
**ΔE to the lowest compared entry with this formula, charge and spin**: 492.6 kJ/mol
**Frontier orbital gap**: 10.18 eV

Positions of all 9 atoms, in Å:
1 C 0.0461 -0.4924 -0.3903
2 C -0.6434 0.3801 0.6259
3 C 0.5117 0.9719 -0.3597
4 C 0.1812 1.5133 0.9587
5 O 0.8845 -1.6127 -0.1914
6 H -0.5928 -0.9290 -1.2549
7 H -1.7936 0.2663 0.8611
8 H 0.6074 1.7088 -1.0344
9 H 0.7988 -1.8064 0.7848

Cartesian forces (eV/Å) of the 6 atoms listed first:
-0.7 -0.2 -1.8
-2.2 -0.6 1.2
-0.8 -1.7 3.0
0.4 -2.5 -0.7
-0.1 0.6 3.0
0.6 1.7 1.1

Values for energy, Ha, ordered as above
-4494.77141 -1303.66869 -2916.44545 -4142.92512 -509.51042 -229.84032